{"formula": "C3H6NO2", "method": "wB97M-V/def2-TZVPD", "symbols": ["O", "C", "N", "C", "O", "C", "H", "H", "H", "H", "H", "H"], "coordinates": [[-1.8156, 0.0176, 1.1536], [-0.8077, -0.5318, 0.7545], [0.2059, 0.1093, 0.1806], [1.1457, 1.4813, -0.7759], [1.9668, 1.1372, -1.7567], [-0.8492, -2.0005, 0.5079], [1.0318, -0.3607, -0.1748], [0.1647, 2.0309, -0.7584], [1.7678, 1.7140, 0.1077], [-0.0724, -2.3283, 1.1101], [-0.7122, -2.4958, -0.5146], [-1.7625, -2.2581, 0.8714]], "energy_ev": -8791.975, "gap_ev": 8.25, "charge": -1, "e_homo_ev": -4.03, "largest_force_ev_per_a": 4.45}

{"formula": "C3H6NO2", "method": "wB97M-V/def2-TZVPD", "symbols": ["C", "C", "C", "N", "O", "O", "H", "H", "H", "H", "H", "H"], "coordinates": [[-0.6910, -0.1050, 1.1771], [0.2012, 0.3145, -0.0051], [-0.3199, 1.0034, -1.1777], [1.6669, -1.4261, 0.0331], [1.1668, -2.3236, -0.6879], [0.1156, 1.0398, 1.2212], [-1.7554, 0.1439, 1.2976], [-0.2140, -0.9779, 1.7564], [-0.1774, 2.2103, -1.1330], [-1.4402, 0.9000, -1.3747], [0.2141, 0.6435, -2.0827], [1.2333, -1.4229, 0.9757]], "energy_ev": -8787.803, "gap_ev": [6.20, 6.21], "charge": -1, "e_homo_ev": [-1.84, -1.85], "largest_force_ev_per_a": 3.56}

{"formula": "C3H6NO2", "method": "wB97M-V/def2-TZVPD", "symbols": ["O", "C", "C", "N", "C", "O", "H", "H", "H", "H", "H", "H"], "coordinates": [[1.0685, -2.2891, -0.5556], [0.2863, -1.4948, -0.0777], [-0.2487, -0.3166, -0.9046], [0.0578, 1.0479, -0.5466], [-0.1284, 1.1896, 0.9128], [0.8702, 0.6584, 1.6369], [-0.1093, -1.7920, 0.9060], [0.0239, -0.6885, -1.9027], [-1.3425, -0.4402, -0.8664], [1.0400, 1.1639, -0.7764], [-0.3921, 2.2530, 1.0719], [-1.1257, 0.7083, 1.1024]], "energy_ev": -8792.473, "smiles": "O=CCNC[O-]", "gap_ev": 7.08, "charge": -1, "e_homo_ev": -2.79, "largest_force_ev_per_a": 1.63}

{"formula": "C3H6NO2", "method": "wB97M-V/def2-TZVPD", "symbols": ["C", "C", "C", "N", "O", "O", "H", "H", "H", "H", "H", "H"], "coordinates": [[1.7434, 0.0880, -0.0294], [-1.0090, 0.9415, 0.1042], [-0.6602, -0.3636, 0.0186], [-0.8384, -1.6037, -0.0894], [-2.2526, 1.2392, -0.1131], [2.1230, 1.2618, -0.0406], [2.5850, -0.6258, 0.0505], [-0.3613, 1.7085, 0.2445], [-2.8628, 0.5373, 0.2355], [-0.4243, -2.2317, -0.7458], [-1.1864, -2.2706, 0.5824], [3.1437, 1.3190, -0.2175]], "energy_ev": -8778.639, "gap_ev": [6.67, 8.24], "charge": 1, "multiplicity": 3, "e_homo_ev": [-11.21, -14.72], "largest_force_ev_per_a": 6.54, "s2": 2.023}

{"formula": "C3H6NO2S", "method": "wB97M-V/def2-TZVPD", "symbols": ["C", "C", "C", "N", "O", "O", "S", "H", "H", "H", "H", "H", "H"], "coordinates": [[-0.2158, 0.8975, -0.7820], [-0.9675, -1.3316, 0.2178], [-1.1458, 0.1454, 0.2388], [0.9755, 1.0787, 0.2042], [2.7421, -0.7563, 0.4423], [-1.9434, 0.6572, 1.0002], [2.5532, 0.6519, -0.1591], [0.1673, 0.2004, -1.5544], [-1.2191, -1.7714, 1.2376], [0.0982, -1.4862, -0.0059], [-1.5316, -1.8893, -0.5453], [-0.1311, 2.0106, -1.2240], [0.6181, 1.5931, 0.9297]], "energy_ev": -19627.264, "smiles": "CC(=O)CNS[O-]", "gap_ev": 5.59, "charge": -1, "e_homo_ev": -1.69, "largest_force_ev_per_a": 3.62}

{"formula": "C3H6NOP", "method": "wB97M-V/def2-TZVPD", "symbols": ["C", "C", "C", "N", "O", "P", "H", "H", "H", "H", "H", "H"], "coordinates": [[0.1492, -0.9297, -0.0896], [-0.6249, 0.0311, 0.9097], [1.1922, -0.0780, -0.7432], [-0.9427, 1.2424, 0.0629], [-2.0289, 1.7866, 0.2203], [0.4698, 1.6222, -1.1535], [0.5899, -1.9790, 0.1945], [-0.7369, -1.2375, -0.7334], [-1.5218, -0.2888, 1.2752], [-0.1043, 0.3756, 1.7752], [2.0651, 0.0269, -0.0713], [1.4932, -0.5717, -1.6467]], "energy_ev": -16030.325, "gap_ev": [8.05, 7.68], "multiplicity": 3, "e_homo_ev": [-7.12, -9.15], "largest_force_ev_per_a": 4.32, "s2": 2.007}